DFT (wB97M-V/def2-TZVPD) results for a molecular structure, C35H46AsN2PPdS2.

As for the expectation value of S²: 2.01. Its spin multiplicity is 3. The value obtained for the energy relative to the best compared isomer or geometry (same formula, charge and spin) is 126.9 kJ/mol. The lowest unoccupied orbital energy (alpha / beta) is 0.000 / -0.027 Eh. The value obtained for the HOMO energy (alpha / beta) is -6.50 / -6.89 eV. Its net charge is 0.

```
88
Properties=species:S:1:pos:R:3:mulliken_charge:R:1
Pd 0.09 -0.86 -0.29 0.4697
S -2.29 -0.97 -0.56 -0.4986
C -2.85 -1.69 0.96 0.6217
C -3.80 -2.71 0.86 -0.7311
C -4.35 -3.31 1.98 -0.7213
C -3.96 -2.89 3.24 -0.7570
C -3.01 -1.89 3.36 -0.1752
C -2.45 -1.28 2.24 -0.1082
As -1.11 0.16 2.43 0.7472
C 0.50 -0.96 2.61 0.0635
C 1.73 -0.37 2.37 -0.2953
C 2.91 -1.08 2.57 -0.3642
C 2.86 -2.40 3.00 -0.6616
C 1.63 -3.00 3.24 -0.7017
C 0.45 -2.28 3.05 0.0487
C -1.37 0.53 4.35 -0.4068
C -2.41 1.41 4.65 -0.2506
C -2.69 1.76 5.96 -0.6734
C -1.92 1.24 6.99 -0.4315
C -0.88 0.37 6.70 -0.7789
C -0.61 0.02 5.39 0.2255
H -4.10 -3.03 -0.13 0.4388
H -5.09 -4.09 1.86 0.3613
H -4.38 -3.35 4.13 0.4053
H -2.72 -1.57 4.35 0.3451
H 1.78 0.64 1.99 0.2966
H 3.86 -0.61 2.38 0.4245
H 3.77 -2.96 3.15 0.3567
H 1.58 -4.03 3.58 0.4203
H -0.50 -2.76 3.22 0.3265
H -3.01 1.84 3.85 0.3697
H -3.50 2.44 6.18 0.3846
H -2.13 1.51 8.02 0.3692
H -0.27 -0.03 7.50 0.3962
H 0.21 -0.66 5.18 0.3340
S 0.58 -3.31 -0.29 -0.2979
C -0.58 -3.89 -1.39 0.6581
N -0.98 -3.15 -2.45 0.1578
C -1.95 -3.51 -3.33 -0.1538
C -2.56 -4.71 -3.21 -0.7762
C -2.17 -5.54 -2.14 -0.1052
C -1.21 -5.15 -1.25 -0.8709
H -0.59 -2.22 -2.50 -0.1932
H -2.19 -2.77 -4.08 0.4036
H -3.34 -5.00 -3.91 0.4201
H -2.65 -6.50 -2.01 0.3958
H -0.93 -5.76 -0.41 0.4046
C 3.71 0.59 -1.99 -1.9555
C 2.42 0.79 -2.81 1.9736
C 2.79 1.42 -4.16 -1.9262
C 1.88 -0.63 -3.10 -0.8191
P 1.19 1.76 -1.75 0.7554
N 0.76 0.94 -0.44 -0.0905
C -0.32 2.22 -2.77 2.2781
C -1.46 2.58 -1.80 -1.6985
C -0.78 0.98 -3.57 -1.8988
C -0.11 3.36 -3.77 -1.9008
C 1.98 3.34 -1.11 1.9859
C 2.84 4.12 -2.11 -2.0103
C 0.88 4.27 -0.57 -2.0399
C 2.83 3.00 0.13 -1.9195
H 4.37 -0.07 -2.55 0.6079
H 3.50 0.14 -1.02 0.2489
H 4.25 1.53 -1.83 0.3311
H 3.49 0.75 -4.66 0.5218
H 3.27 2.39 -4.07 0.2401
H 1.92 1.52 -4.81 0.3321
H 2.73 -1.30 -3.24 0.6157
H 1.28 -0.65 -4.01 0.2290
H 1.27 -1.02 -2.28 -0.6188
H -1.47 1.91 -0.94 0.2789
H -2.41 2.46 -2.32 0.5138
H -1.40 3.61 -1.45 0.3133
H -0.84 0.10 -2.93 0.1767
H -0.14 0.78 -4.43 0.2261
H -1.79 1.18 -3.94 0.6764
H 0.16 4.30 -3.29 0.3064
H -1.05 3.53 -4.30 0.5196
H 0.65 3.13 -4.52 0.2622
H 2.32 4.33 -3.04 0.3017
H 3.77 3.60 -2.34 0.3203
H 3.11 5.07 -1.66 0.5288
H 0.28 4.73 -1.35 0.2824
H 1.37 5.07 -0.02 0.6362
H 0.22 3.74 0.12 0.3220
H 3.67 2.34 -0.07 0.3212
H 2.21 2.54 0.90 0.3315
H 3.24 3.94 0.52 0.5481
```